1.
ORCA calculation (ωB97M-V/def2-TZVPD) on 9 unconnected molecules or ions with the total composition C13H44N10O9 in a non-equilibrium geometry.

Calculated total energy, eV: -47519.4490
Charge: 0
LUMO, eV: -0.7
Structure (SMILES): NC(N)=O.NC(N)=O.NC(N)=O.NC(N)=O.NC(N)=O.CCO.CCO.CCO.CCO
Frontier orbital gap, eV: 8.2635

XYZ file:
```
76
Properties=species:S:1:pos:R:3:mulliken_charge:R:1
C 23.830 -10.166 -0.406 -0.349
C 23.569 -10.747 -1.791 -0.442
O 22.338 -11.288 -1.647 -0.572
H 24.823 -9.757 -0.502 0.435
H 23.737 -10.853 0.439 0.430
H 23.094 -9.420 -0.100 -0.439
H 24.317 -11.439 -2.060 0.395
H 23.555 -9.909 -2.607 0.204
H 22.290 -11.860 -0.915 0.343
C 21.153 -7.882 -2.286 -0.291
C 19.940 -7.423 -1.468 -0.582
O 19.431 -8.489 -0.679 -0.478
H 21.647 -7.011 -2.769 0.427
H 20.981 -8.572 -3.101 0.406
H 21.934 -8.265 -1.654 -0.347
H 19.115 -7.026 -2.107 0.365
H 20.089 -6.685 -0.766 0.181
H 19.075 -9.153 -1.262 0.327
C 24.408 -5.319 -0.612 -1.089
C 24.683 -6.376 -1.645 0.321
O 25.729 -5.862 -2.411 -0.551
H 25.317 -5.165 -0.090 0.413
H 23.871 -5.769 0.214 0.117
H 23.881 -4.510 -1.025 0.397
H 23.853 -6.548 -2.244 0.134
H 24.852 -7.256 -1.010 -0.045
H 25.928 -6.598 -2.998 0.321
C 24.831 -5.236 5.657 -0.986
C 24.879 -4.545 4.237 -0.434
O 23.739 -4.657 3.471 -0.511
H 25.628 -4.688 6.221 0.316
H 25.193 -6.241 5.535 0.292
H 23.842 -5.315 6.208 0.257
H 25.672 -5.088 3.708 0.204
H 25.096 -3.528 4.293 0.534
H 23.804 -5.554 3.093 0.206
C 18.702 -7.819 2.940 -0.011
O 19.093 -9.106 2.378 -0.736
N 19.436 -6.878 2.864 0.172
N 17.546 -7.515 3.476 -0.462
H 20.356 -7.147 2.424 -0.001
H 19.469 -6.034 3.536 0.294
H 16.965 -8.259 3.648 0.298
H 17.619 -6.845 4.246 0.214
C 20.999 -11.052 5.082 0.549
O 22.196 -11.758 5.002 -0.723
N 19.942 -11.523 5.612 -0.334
N 20.811 -9.868 4.543 -0.277
H 19.945 -12.523 5.835 0.279
H 19.131 -10.945 5.793 0.187
H 21.494 -9.502 3.913 0.067
H 20.027 -9.266 4.742 0.079
C 22.567 -8.072 2.208 0.162
O 23.587 -7.412 2.863 -0.943
N 21.704 -7.522 1.453 1.060
N 22.476 -9.370 2.297 0.063
H 21.706 -6.481 1.363 -0.037
H 21.046 -8.021 0.833 -0.361
H 23.264 -9.794 2.588 0.232
H 21.768 -9.972 1.778 -0.084
C 20.874 -3.875 1.856 0.107
O 21.292 -4.913 1.014 -0.584
N 19.642 -3.408 1.704 -0.528
N 21.621 -3.274 2.639 -0.275
H 19.002 -4.031 1.225 0.270
H 19.080 -3.176 2.517 0.274
H 22.467 -3.824 3.022 0.589
H 21.108 -2.790 3.368 0.252
C 20.725 -11.832 1.231 0.549
O 21.233 -12.976 0.569 -0.820
N 20.083 -11.881 2.372 -0.113
N 20.784 -10.607 0.829 -0.259
H 19.938 -12.776 2.773 0.230
H 19.927 -10.972 2.930 0.187
H 21.237 -10.432 -0.088 -0.178
H 20.087 -9.977 1.214 0.705
```



2.
ORCA calculation (ωB97M-V/def2-TZVPD) on a molecular structure, C13H44O10 in a non-equilibrium geometry.

Calculated total energy, eV: -34639.7926
Charge: 0
LUMO, eV: -0.6
Frontier orbital gap, eV: 6.7804

XYZ file:
```
67
Properties=species:S:1:pos:R:3:nbo_charge:R:1
C -2.543 1.968 -2.303 -0.435
C -2.584 2.193 -0.843 -0.453
C -1.904 0.984 -0.270 -0.092
O -1.531 0.213 -1.447 -0.552
C -2.490 0.487 -2.465 -0.079
H -1.641 2.336 -2.793 0.225
H -3.455 2.210 -2.848 0.230
H -3.623 2.170 -0.516 0.220
H -2.156 3.148 -0.538 0.228
H -2.584 0.366 0.317 0.195
H -0.934 1.191 0.183 0.229
H -3.361 -0.092 -2.158 0.202
H -2.268 0.049 -3.438 0.234
O -0.344 -1.323 -1.854 -0.991
H -0.853 -0.549 -1.614 0.413
H -0.204 -1.235 -2.797 0.471
O 0.724 -0.366 0.497 -0.927
H 0.385 -0.245 -0.391 0.605
H -0.037 -0.233 1.063 0.502
O 0.395 -3.172 -0.475 -0.916
H 0.939 -2.387 -0.417 0.479
H -0.465 -2.849 -0.745 0.443
O 2.101 -1.249 -1.586 -1.013
H 2.246 -1.793 -0.812 0.465
H 1.767 -0.422 -1.239 0.453
O 2.447 -1.498 0.676 -0.996
H 1.633 -0.997 0.723 0.412
H 3.134 -0.834 0.612 0.502
O -0.851 0.375 1.785 -0.916
H -0.923 -0.195 2.551 0.518
H -1.375 1.144 2.008 0.518
C 0.212 0.741 -2.164 -0.555
C 1.230 1.712 -1.566 0.072
C 0.546 2.566 -0.471 -0.637
O 2.308 0.952 -1.133 -0.738
H -0.158 0.250 -1.264 0.123
H 0.780 -0.021 -2.699 0.259
H -0.511 1.294 -2.762 0.189
H 1.707 2.406 -2.259 0.169
H -0.210 3.297 -0.754 0.206
H 1.289 3.099 0.122 0.222
H -0.060 2.000 0.236 0.144
H 2.594 1.244 -0.265 0.511
C 2.866 0.740 2.950 -0.644
C 2.513 1.359 1.627 0.071
C 3.296 2.619 1.181 -0.657
O 2.490 0.397 0.574 -0.736
H 3.929 0.802 3.183 0.211
H 2.628 -0.323 3.003 0.240
H 2.397 1.290 3.765 0.197
H 1.456 1.579 1.776 0.141
H 2.996 3.453 1.816 0.213
H 3.029 2.982 0.188 0.216
H 4.384 2.559 1.170 0.228
H 1.594 0.051 0.590 0.427
C -1.716 -4.045 1.953 -0.657
C -2.521 -2.849 1.247 0.106
C -1.498 -1.865 0.714 -0.607
O -3.262 -3.536 0.256 -0.719
H -2.333 -4.794 2.450 0.211
H -1.136 -3.768 2.833 0.192
H -0.931 -4.454 1.317 0.239
H -3.212 -2.388 1.953 0.162
H -2.072 -0.946 0.591 0.185
H -0.889 -2.245 -0.106 0.207
H -0.745 -1.711 1.487 0.169
H -2.638 -3.843 -0.406 0.467
```



3.
ORCA calculation (ωB97M-V/def2-TZVPD) on 11 unconnected molecules or ions with the total composition C13H46F6O10P in a non-equilibrium geometry.

Calculated total energy, eV: -60300.5140
Charge: -1
LUMO, eV: 2.2
Frontier orbital gap, eV: 10.2023

XYZ file:
```
76
Properties=species:S:1:pos:R:3:mulliken_charge:R:1
P -0.840 0.514 0.723 1.271
F 0.668 0.231 0.208 -0.391
F -0.484 2.077 0.996 -0.386
F -1.349 0.933 -0.744 -0.383
F -2.333 0.760 1.258 -0.364
F -1.247 -1.029 0.399 -0.382
F -0.341 0.076 2.184 -0.373
C 3.930 3.677 -2.712 -0.405
O 4.901 4.590 -3.137 -0.519
H 2.967 4.029 -3.082 0.237
H 4.131 2.683 -3.111 0.190
H 3.862 3.701 -1.625 0.196
H 4.907 5.333 -2.529 0.303
C -3.286 -1.822 5.297 -0.393
O -3.436 -2.600 4.115 -0.511
H -3.419 -0.788 4.979 0.179
H -4.078 -2.118 5.985 0.211
H -2.273 -1.983 5.666 0.204
H -2.660 -2.542 3.553 0.308
C 2.801 -3.527 4.497 -0.517
O 3.803 -2.651 4.972 -0.490
H 3.209 -4.538 4.496 0.209
H 1.839 -3.651 4.995 0.214
H 2.631 -3.172 3.481 0.244
H 3.590 -1.882 4.438 0.342
C 4.853 2.865 4.922 -1.083
C 3.810 2.457 3.907 -0.123
O 4.142 1.202 3.292 -0.556
H 5.799 3.126 4.448 0.277
H 4.981 1.996 5.567 0.279
H 4.580 3.709 5.555 0.347
H 3.678 3.204 3.124 0.291
H 2.871 2.349 4.450 0.253
H 3.571 1.017 2.543 0.316
C -5.999 -3.258 -2.786 -0.916
C -5.240 -2.007 -3.123 -0.243
O -5.291 -1.212 -2.011 -0.487
H -5.812 -4.055 -3.505 0.327
H -7.076 -3.154 -2.651 0.266
H -5.609 -3.613 -1.832 0.255
H -5.751 -1.532 -3.960 0.222
H -4.203 -2.208 -3.389 0.280
H -4.452 -1.341 -1.561 0.296
C -0.948 7.096 -0.928 -0.874
C -2.148 7.328 0.043 -0.337
O -2.959 6.174 0.116 -0.492
H -1.281 6.851 -1.936 0.248
H -0.329 6.246 -0.640 0.271
H -0.302 7.974 -0.927 0.317
H -2.595 8.256 -0.313 0.286
H -1.891 7.635 1.057 0.278
H -2.535 5.506 0.660 0.306
C 1.557 -6.118 -0.985 -0.886
C 2.901 -6.833 -1.127 -0.335
O 3.635 -6.485 0.013 -0.499
H 0.979 -6.286 -1.895 0.321
H 1.710 -5.039 -0.976 0.255
H 1.036 -6.507 -0.111 0.289
H 3.487 -6.492 -1.980 0.283
H 2.662 -7.896 -1.071 0.264
H 3.351 -7.167 0.626 0.308
C 2.210 -1.976 -6.230 -1.178
C 1.593 -1.848 -4.861 -0.042
O 0.703 -0.760 -4.907 -0.525
H 2.947 -2.775 -6.316 0.359
H 2.842 -1.108 -6.419 0.299
H 1.513 -2.033 -7.066 0.301
H 2.380 -1.588 -4.153 0.262
H 1.087 -2.789 -4.646 0.219
H 0.503 -0.532 -3.996 0.307
O -6.284 2.022 3.308 -0.635
H -6.576 1.936 4.215 0.312
H -5.483 1.499 3.263 0.324
O -3.547 3.439 -3.681 -0.644
H -3.115 2.588 -3.608 0.324
H -3.441 3.837 -2.817 0.322
```



4.
ORCA calculation (ωB97M-V/def2-TZVPD) on 10 unconnected molecules or ions with the total composition C13H46N14O13 in a non-equilibrium geometry.

Calculated total energy, eV: -61707.0483
Charge: 0
LUMO, eV: -0.4
Structure (SMILES): NC(N)=O.NC(N)=O.NC(N)=O.NC(N)=O.NC(N)=O.NC(N)=O.NC(N)=O.OCCO.OCCO.OCCO
Frontier orbital gap, eV: 8.6574

XYZ file:
```
86
Properties=species:S:1:pos:R:3:mulliken_charge:R:1
C 2.843 -3.057 1.166 -0.233
C 2.753 -3.033 -0.366 0.700
O 3.871 -3.806 -0.893 -0.607
O 2.263 -4.349 1.507 -0.610
H 2.265 -2.242 1.601 -0.074
H 3.799 -2.903 1.668 0.397
H 2.799 -1.996 -0.697 0.037
H 1.848 -3.426 -0.828 -0.173
H 3.782 -3.804 -1.848 0.314
H 2.837 -5.111 1.396 0.313
C -4.534 -1.812 2.344 -0.539
C -5.155 -3.186 2.702 -0.505
O -4.990 -3.440 4.080 -0.529
O -3.120 -1.877 2.273 -0.410
H -4.679 -1.134 3.186 0.382
H -4.891 -1.377 1.411 0.351
H -4.694 -3.850 1.971 0.249
H -6.224 -3.130 2.494 0.384
H -4.033 -3.397 4.145 0.334
H -2.826 -0.969 2.382 0.165
C -0.139 1.299 1.042 -0.425
C 0.179 0.252 -0.061 0.437
O -0.747 0.378 -1.080 -0.404
O -0.158 2.602 0.438 -0.483
H 0.632 1.334 1.812 0.105
H -1.057 1.035 1.567 0.086
H 0.287 -0.786 0.256 -0.035
H 1.223 0.530 -0.202 -0.102
H -0.438 -0.135 -1.831 0.289
H -0.752 2.761 -0.300 0.330
C 0.035 -2.311 -3.102 0.437
O 0.352 -1.150 -3.150 -0.775
N -1.243 -2.511 -3.042 -0.139
N 0.809 -3.337 -3.138 -0.321
H -1.826 -1.687 -3.078 0.160
H -1.453 -3.432 -3.398 0.253
H 1.817 -3.276 -3.166 0.184
H 0.355 -4.239 -3.104 0.147
C 1.309 0.026 4.381 0.673
O 1.883 -0.803 3.739 -0.641
N 0.094 -0.015 4.852 -0.418
N 1.814 1.220 4.433 -0.395
H -0.337 -0.924 4.936 0.204
H -0.505 0.786 4.991 0.179
H 1.272 1.854 5.003 0.189
H 2.789 1.333 4.194 0.211
C -0.984 -3.776 0.302 0.316
O -0.413 -4.574 -0.418 -0.766
N -0.565 -3.397 1.453 -0.090
N -2.101 -3.259 -0.022 -0.040
H -1.180 -2.786 1.970 0.078
H 0.288 -3.847 1.752 0.261
H -2.525 -3.662 -0.846 0.215
H -2.702 -2.692 0.559 0.115
C 3.587 1.708 -2.310 0.872
O 4.204 1.865 -1.307 -0.663
N 2.735 0.779 -2.574 -0.080
N 3.860 2.430 -3.322 -0.510
H 2.273 0.267 -1.836 -0.089
H 2.485 0.632 -3.542 0.069
H 4.341 3.255 -2.995 0.244
H 3.221 2.447 -4.104 0.194
C -3.255 -0.066 -4.741 0.713
O -2.962 -0.748 -5.711 -0.651
N -2.392 0.242 -3.773 -0.330
N -4.415 0.424 -4.357 -0.426
H -1.412 0.062 -3.939 0.282
H -2.780 0.869 -3.083 0.012
H -4.491 0.981 -3.518 0.166
H -5.170 0.059 -4.920 0.246
C 0.635 5.105 2.951 0.621
O 0.991 5.996 3.702 -0.740
N -0.369 5.293 2.156 -0.318
N 1.132 3.899 2.904 -0.088
H -0.738 6.232 2.192 0.168
H -0.705 4.523 1.596 0.226
H 1.951 3.586 3.405 0.128
H 0.714 3.076 2.495 0.149
C 2.160 5.442 -1.088 0.607
O 2.420 5.661 0.050 -0.610
N 2.504 6.142 -2.081 -0.437
N 1.485 4.414 -1.513 -0.191
H 2.475 5.719 -2.998 0.177
H 3.163 6.873 -1.857 0.274
H 1.271 3.670 -0.864 0.017
H 1.154 4.246 -2.452 0.186
```



5.
ORCA calculation (ωB97M-V/def2-TZVPD) on 10 unconnected molecules or ions with the total composition C13H46N4O10 in a non-equilibrium geometry.

Calculated total energy, eV: -40656.8934
Charge: 0
LUMO, eV: -0.2
Structure (SMILES): NC(N)=O.NC(N)=O.CCO.CCO.CCO.CO.CO.CO.CO.CO
Frontier orbital gap, eV: 8.3387

XYZ file:
```
73
Properties=species:S:1:pos:R:3:mulliken_charge:R:1
C -2.452 -3.293 1.728 -0.502
C -1.525 -4.010 2.675 -0.326
O -2.223 -4.908 3.430 -0.551
H -2.841 -3.967 0.959 0.315
H -1.891 -2.407 1.344 -0.082
H -3.314 -2.872 2.216 0.367
H -1.141 -3.264 3.347 0.244
H -0.802 -4.520 2.061 0.242
H -2.391 -4.526 4.266 0.332
C 0.921 -1.907 1.402 -0.186
C 2.259 -1.221 1.165 -0.256
O 3.278 -2.195 0.998 -0.689
H 0.169 -1.135 1.375 -0.360
H 0.933 -2.554 2.209 0.734
H 0.559 -2.471 0.540 -0.024
H 2.447 -0.619 1.950 0.259
H 2.176 -0.538 0.259 -0.119
H 3.632 -2.047 0.089 0.607
C -1.567 -2.568 -1.845 -1.048
C -0.405 -2.831 -2.674 -0.329
O 0.714 -2.220 -2.028 -0.365
H -1.534 -2.842 -0.770 -0.031
H -2.449 -3.291 -2.172 0.385
H -1.961 -1.641 -1.868 0.447
H -0.509 -2.412 -3.655 0.113
H -0.352 -3.869 -2.804 0.526
H 1.521 -2.295 -2.560 0.154
C -1.236 0.499 0.093 -0.432
O -2.437 -0.206 0.073 -0.832
N -0.317 0.257 -0.791 1.675
N -0.968 1.434 0.899 0.468
H -0.355 -0.637 -1.228 -0.772
H 0.663 0.716 -0.720 -0.144
H -1.675 1.645 1.582 0.692
H -0.342 2.169 0.771 -0.174
C 1.193 2.739 -1.854 0.491
O 1.842 1.920 -0.943 -0.629
N 1.690 3.763 -2.434 -0.441
N -0.033 2.567 -2.226 -0.421
H 2.721 3.855 -2.098 0.355
H 1.271 4.360 -3.147 0.185
H -0.564 1.733 -1.771 0.270
H -0.596 2.956 -2.965 0.230
C 3.488 -0.197 -2.214 -0.201
O 3.858 -1.373 -1.573 -0.518
H 2.477 -0.363 -2.648 -0.208
H 4.236 0.031 -3.007 0.416
H 3.586 0.723 -1.679 0.259
H 4.795 -1.585 -1.681 0.261
C -0.959 4.553 1.797 -0.717
O 0.203 4.105 1.152 -0.554
H -1.885 4.319 1.125 0.222
H -0.998 5.668 1.893 0.407
H -1.071 4.163 2.843 0.258
H 0.427 4.875 0.598 0.307
C 1.851 1.808 2.849 0.344
O 0.656 2.403 3.425 -0.547
H 2.531 2.618 2.693 0.268
H 1.533 1.325 1.971 -0.458
H 2.131 1.051 3.616 0.293
H 0.212 2.823 2.743 0.087
C -2.285 0.310 3.348 -0.785
O -2.549 1.657 3.030 -0.529
H -2.906 -0.397 2.762 0.332
H -2.484 0.028 4.365 0.485
H -1.287 -0.031 3.087 0.086
H -3.468 1.875 3.051 0.257
C -0.910 0.291 -5.028 -0.906
O 0.044 0.130 -3.886 -0.449
H -0.570 1.192 -5.566 0.398
H -2.038 0.287 -4.794 0.269
H -0.791 -0.611 -5.688 0.251
H 0.066 0.978 -3.465 0.292
```



6.
ORCA calculation (ωB97M-V/def2-TZVPD) on 10 unconnected molecules or ions with the total composition C13H46O10S3 in a non-equilibrium geometry.

Calculated total energy, eV: -67202.0706
Charge: 0
LUMO, eV: 0.0
Frontier orbital gap, eV: 9.1918

XYZ file:
```
72
Properties=species:S:1:pos:R:3:mulliken_charge:R:1
C -39.837 -18.199 11.735 -0.311
O -41.115 -18.280 11.101 -0.527
H -39.993 -17.862 12.754 0.082
H -39.374 -19.187 11.826 0.394
H -39.145 -17.524 11.226 0.077
H -40.970 -18.759 10.281 0.301
C -37.187 -10.720 16.439 -0.251
O -36.210 -11.460 17.181 -0.525
H -37.934 -11.400 16.007 -0.038
H -37.749 -10.032 17.070 0.332
H -36.675 -10.228 15.620 0.237
H -36.555 -11.699 18.044 0.268
C -41.862 -11.606 11.212 -0.697
O -40.577 -11.836 11.773 -0.334
H -42.420 -12.539 11.240 0.256
H -42.419 -10.850 11.775 0.314
H -41.827 -11.264 10.172 0.307
H -40.096 -11.007 11.838 0.225
C -33.420 -12.595 15.433 -0.198
O -33.591 -11.282 15.949 -0.548
H -32.744 -12.528 14.587 0.264
H -33.030 -13.276 16.197 0.243
H -34.369 -13.028 15.091 -0.089
H -34.437 -11.249 16.412 0.331
C -34.772 -17.031 18.437 -0.283
O -34.125 -18.288 18.459 -0.535
H -34.057 -16.218 18.287 0.208
H -35.498 -16.969 17.617 -0.051
H -35.334 -16.902 19.360 0.322
H -33.912 -18.504 17.545 0.336
C -35.319 -18.126 14.962 -0.276
O -34.175 -17.408 15.387 -0.508
H -35.897 -18.466 15.817 0.267
H -35.968 -17.481 14.356 -0.082
H -35.055 -18.943 14.281 0.344
H -33.855 -16.869 14.660 0.271
C -41.967 -11.633 15.116 -0.300
O -42.432 -10.877 16.213 -0.545
H -41.080 -12.187 15.421 0.057
H -42.703 -12.375 14.785 0.287
H -41.712 -10.998 14.261 0.198
H -43.287 -10.506 15.983 0.309
C -39.467 -14.415 13.409 -0.354
S -38.783 -15.518 14.655 0.242
O -38.153 -16.645 13.917 -0.529
C -37.477 -14.430 15.229 -0.559
H -39.875 -15.053 12.627 -0.084
H -38.681 -13.789 12.988 0.292
H -40.267 -13.810 13.828 0.287
H -36.891 -14.038 14.402 0.148
H -36.890 -14.987 15.956 0.263
H -38.003 -13.653 15.790 0.269
C -39.911 -14.480 9.716 -0.128
S -41.050 -14.505 8.307 0.495
O -40.236 -14.696 7.080 -0.662
C -41.719 -16.130 8.722 -0.916
H -39.132 -13.760 9.473 0.370
H -39.480 -15.471 9.833 -0.138
H -40.479 -14.138 10.578 -0.061
H -42.043 -16.119 9.761 0.311
H -40.885 -16.813 8.569 0.224
H -42.556 -16.364 8.070 0.456
C -36.551 -15.887 10.865 -0.655
S -35.626 -14.364 11.003 0.582
O -34.430 -14.711 11.811 -0.661
C -35.132 -14.261 9.290 -1.026
H -35.883 -16.686 10.541 0.492
H -37.345 -15.785 10.123 0.197
H -36.987 -16.118 11.839 -0.007
H -34.308 -13.552 9.233 0.374
H -35.978 -13.899 8.705 0.346
H -34.788 -15.226 8.918 0.300
```